1.
13
Properties=species:S:1:pos:R:3:forces:R:3 method="wB97M-V/def2-TZVPD" e_above_lowest_kcal_mol=58.24 total_charge=0 homo_ev=-8.749
C -0.709103 -1.302619 -0.502651 -4.4 2.5 -1.0
C -0.030784 -0.308951 0.044843 1.3 -0.8 0.7
C -0.936036 0.860273 -0.065751 0.3 1.2 -1.2
C -2.076350 0.064839 -0.835780 4.0 -2.9 4.4
C 1.336843 -0.193067 0.726522 -3.2 3.4 -0.1
Br -3.722667 -0.139517 0.130430 0.2 0.1 -0.3
H -1.015183 -2.323106 -0.694217 1.0 0.0 0.2
H -1.253841 1.134376 0.974543 0.2 0.5 -1.1
H -0.392405 1.715369 -0.711860 -1.6 -1.3 1.7
H -2.197638 0.260391 -1.818351 -0.6 0.7 -3.0
H 2.062011 -0.134107 -0.001267 1.8 0.4 -1.8
H 1.603042 -0.987509 1.319286 0.3 -1.7 1.9
H 1.262250 0.848170 1.235464 0.6 -2.0 -0.3

***

2.
8
Properties=species:S:1:pos:R:3:forces:R:3 method="wB97M-V/def2-TZVPD" e_above_lowest_kcal_mol=30.96 total_charge=0 spin_multiplicity=3 homo_ev="-8.705 / -8.603"
C -1.388456 -0.119410 -0.414936 -0.8 1.6 -0.3
O 2.174441 0.207640 -0.015738 -4.5 -3.0 -0.9
S -1.062064 0.473038 1.276302 -0.3 -0.3 -0.5
S 1.846261 -0.746283 1.262432 0.3 0.1 -0.1
H -1.690341 -1.175537 -0.445782 -0.1 0.5 0.1
H -0.482437 0.042412 -1.044188 -0.9 0.0 0.3
H -2.283401 0.602434 -0.749244 1.9 -1.7 0.4
H 2.885997 0.715703 0.131150 4.3 2.8 1.0

***

3.
7
Properties=species:S:1:pos:R:3:forces:R:3 method="wB97M-V/def2-TZVPD" e_above_lowest_kcal_mol=151.99 total_charge=0 homo_ev="-8.173 / -8.172"
C 0.158213 -0.498675 -0.212957 2.4 1.2 -0.1
C 1.714216 0.868168 -0.092145 -4.1 -1.8 -0.7
Si -1.424290 0.194224 0.112697 3.0 -0.3 -1.2
Br 3.164674 -0.183619 0.117839 0.7 -0.7 0.1
H 0.576570 -1.550150 -0.384156 -0.7 1.7 1.0
H -1.844616 1.352201 -0.636164 0.0 0.8 0.1
H -2.344765 -0.182150 1.094887 -1.3 -0.9 0.9

***

4.
16
Properties=species:S:1:pos:R:3:forces:R:3 method="wB97M-V/def2-TZVPD" e_above_lowest_kcal_mol=51.32 total_charge=0 homo_ev=-8.443 smiles=Cc1cc[nH]c1.O
C -0.482287 0.028513 1.204676 -1.6 -1.3 0.5
C 0.313605 0.513581 0.050717 1.9 -1.7 1.0
C 1.659277 0.736097 0.256521 -0.1 1.4 -0.3
N 2.238443 1.110564 -0.933286 -0.3 0.0 0.2
C 1.292082 1.043676 -1.918930 0.7 -1.8 0.5
C 0.145729 0.462736 -1.370232 -0.4 3.3 -0.4
H -0.061532 0.070509 2.209292 0.7 0.5 -0.3
H -1.456101 0.457321 1.321280 -0.6 1.0 -0.2
H -0.811356 -1.024703 1.165421 0.7 -0.1 -0.6
H 2.254472 0.905889 1.141298 -0.3 -0.3 0.2
H 3.001432 1.759715 -0.908396 0.5 -0.3 -0.4
H 1.600969 1.034642 -2.952581 -0.2 0.7 -0.1
H -0.693453 0.952000 -1.862756 -0.9 -1.5 -0.2
H -2.848050 -3.294544 0.384017 0.0 0.2 0.1
H -2.837073 -1.963869 1.151894 0.1 0.0 -0.1
O -3.316153 -2.792129 1.061063 0.0 -0.1 0.0

***

5.
51
Properties=species:S:1:pos:R:3:forces:R:3 method="wB97M-V/def2-TZVPD" e_above_lowest_kcal_mol=0.00 total_charge=0 homo_ev=-8.713 smiles="O=S(=O)(NCCCCCCc1ccccc1)c1cccc2c(Cl)cccc12"
O 2.020231 0.266779 0.832406 0.0 -0.2 0.2
S 0.897398 0.895779 1.467971 -0.3 -0.4 0.2
O 0.549699 2.233231 1.080125 -0.2 -0.1 0.2
N -0.404706 -0.132705 1.293195 0.9 0.4 -0.1
H -0.216123 -0.897213 0.665121 0.3 -0.1 -0.1
C -1.729891 0.431785 1.162267 -0.7 0.1 0.1
C -2.290595 0.429710 -0.261233 0.2 0.3 0.2
C -1.518291 1.312385 -1.247359 0.0 -0.3 -0.1
C -0.293571 0.629079 -1.856792 0.1 0.3 0.0
C 0.342979 1.451487 -2.978120 -0.1 -0.1 0.1
H 0.499948 2.471866 -2.623825 0.1 0.1 0.0
H 1.321595 1.023917 -3.205340 0.1 0.1 0.0
C -0.484713 1.485522 -4.271900 0.2 0.0 0.1
C -0.670606 0.106889 -4.836630 -0.1 0.1 -0.1
C 0.367039 -0.515940 -5.520129 0.0 0.0 0.0
C 0.221513 -1.800728 -6.010440 0.1 -0.1 0.0
C -0.967507 -2.485405 -5.822941 0.0 -0.1 0.0
C -2.008476 -1.874976 -5.145508 -0.1 -0.1 0.0
C -1.859361 -0.588715 -4.656600 0.0 0.0 0.0
H -2.678353 -0.118335 -4.130358 -0.1 0.1 0.1
H -2.940282 -2.402177 -4.997349 -0.1 0.0 0.0
H -1.082599 -3.489126 -6.205344 0.0 -0.1 0.0
H 1.037148 -2.270228 -6.541350 0.1 0.0 0.0
H 1.296568 0.014732 -5.670734 0.1 0.1 0.0
H 0.040878 2.109086 -4.999091 -0.1 0.0 0.0
H -1.456349 1.942783 -4.080475 0.0 0.0 -0.1
H 0.463209 0.486418 -1.085059 0.0 -0.1 -0.2
H -0.574028 -0.352677 -2.249356 0.0 -0.1 0.1
H -1.197314 2.222982 -0.739243 -0.1 0.1 -0.1
H -2.200251 1.596902 -2.050882 0.0 0.1 0.0
H -2.320659 -0.598128 -0.633724 -0.1 -0.1 0.0
H -3.321446 0.785848 -0.194751 0.0 -0.1 0.0
H -2.404834 -0.130144 1.820344 0.1 0.2 0.0
H -1.658366 1.456551 1.530913 -0.3 0.0 0.0
C 1.080163 0.884926 3.251742 -0.1 0.5 -0.5
C 0.807039 2.048156 3.911301 0.0 0.0 -0.3
C 0.867181 2.096624 5.311290 0.1 -0.2 0.2
C 1.189129 0.972230 6.019816 -0.1 0.3 0.0
C 1.475641 -0.242360 5.362816 0.0 0.0 -0.4
C 1.813186 -1.430415 6.055028 0.1 -0.3 -0.3
C 2.092961 -2.593614 5.389951 0.0 0.2 0.3
C 2.055920 -2.621345 3.989302 -0.1 0.2 -0.2
C 1.730949 -1.501265 3.275248 0.1 -0.3 0.1
C 1.429370 -0.295543 3.938797 0.1 -0.3 0.4
H 1.727134 -1.508980 2.198948 0.1 -0.2 0.0
H 2.291851 -3.543083 3.480160 0.0 -0.1 -0.1
H 2.348408 -3.484459 5.942426 0.0 0.0 0.1
Cl 1.878673 -1.421560 7.782056 0.0 0.0 0.2
H 1.229554 0.999537 7.098050 0.0 0.0 0.0
H 0.653818 3.022728 5.822241 0.0 0.1 0.1
H 0.549141 2.921190 3.333017 0.0 0.1 0.0

***

6.
48
Properties=species:S:1:pos:R:3:forces:R:3 method="wB97M-V/def2-TZVPD" e_above_lowest_kcal_mol=40.78 total_charge=+1 homo_ev=-13.159
O 3.171032 -0.805973 -0.217571 0.8 0.0 -0.8
C 2.330901 -0.640933 0.618112 -1.1 0.0 1.4
O 2.407594 0.389511 1.510765 0.1 -1.4 -0.5
C 1.046180 -1.479137 0.739426 0.2 -0.4 1.6
C 0.056219 -1.007028 -0.354338 1.8 0.2 -1.2
C 0.029517 -1.895300 -1.575515 -1.2 -1.4 1.5
C -0.803318 -2.920200 -1.706442 -0.1 -1.1 -0.2
N 1.159789 -1.825988 -2.477395 0.8 0.4 -0.2
H 3.257323 0.843711 1.382305 -0.1 0.1 -0.1
H 0.574339 -1.243727 1.731607 0.4 -0.2 -0.9
H 1.263082 -2.606689 0.792494 -0.1 1.8 -0.5
H 0.451098 -0.048151 -0.697198 -0.4 0.3 0.1
H -0.875604 -0.829256 0.128337 -0.7 -0.1 -0.3
H -0.656571 -3.722099 -2.445918 0.0 0.7 -0.1
H -1.614905 -3.201174 -1.020735 0.4 0.8 -0.1
H 1.439526 -0.851498 -2.625840 -0.3 0.5 -0.4
H 0.990332 -2.291286 -3.367343 -0.2 0.2 -0.1
H 2.024202 -2.285430 -2.111606 -0.1 -0.6 0.3
H -2.890151 1.679312 4.206036 0.2 0.1 0.6
H -1.972559 1.440291 3.098458 0.6 0.4 0.8
O -1.945475 1.510958 4.077725 -0.8 -0.6 -0.9
H 3.287643 -4.564515 1.765079 0.1 -0.8 0.3
H 3.967071 -3.232221 2.016000 0.3 0.1 0.2
O 3.224219 -3.639238 1.574503 -0.3 0.6 -0.5
H 0.379429 4.227563 -1.732171 0.2 0.3 -0.1
H 0.045187 3.240830 -0.567633 -0.2 0.2 -1.0
O -0.251021 3.558495 -1.469373 0.1 -0.9 1.1
H 3.588873 -3.875212 -1.101435 0.0 0.2 0.3
H 3.449583 -2.302054 -1.081516 0.5 -0.2 0.6
O 3.431891 -3.096817 -1.642608 -0.3 0.1 -0.7
H -2.570598 2.979747 1.270518 0.3 -0.1 -0.2
H -1.841166 3.843546 2.334766 0.0 0.0 0.1
O -1.825091 2.986243 1.898208 -0.6 0.3 -0.5
H -3.015989 4.219506 -0.986564 -1.0 -0.8 0.2
H -2.165546 3.127035 -1.251763 -0.6 -0.7 0.2
O -3.093836 3.234019 -0.924349 1.7 1.7 -0.5
H -3.684065 0.969164 -0.490304 0.2 0.2 -0.4
H -4.812873 1.484896 0.363803 0.1 -0.1 -0.1
O -4.034677 0.912219 0.394984 -0.6 0.0 0.5
H -0.278935 2.357066 1.473530 0.5 1.1 -1.3
H 0.704900 1.368625 1.406391 1.0 0.3 -0.9
O 0.550813 2.203156 0.918984 -1.7 -0.9 1.9
H -2.597677 -0.380505 2.367626 0.2 0.0 -0.2
H -2.659280 -1.290666 1.162800 -0.3 0.0 -0.1
O -2.095003 -0.635212 1.579596 0.0 -0.2 0.7
H 1.289606 1.564277 -3.670283 0.1 0.2 -0.2
H 0.511769 1.532274 -2.356934 -0.3 0.6 0.3
O 1.052234 0.997874 -2.937240 0.2 -0.7 0.0